Molecular formula: C5H16N2O3
Method: DFT, ωB97M-V/def2-TZVPD

The net charge is -1. As for the total energy: -535.30756 Eh. The gap between HOMO and LUMO (alpha / beta) is 0.099 / 0.349 Ha. Its multiplicity is 2. The value obtained for the energy relative to the best compared isomer or geometry (same formula, charge and spin) is 57.9 kJ/mol. The expectation value of S² is 0.750.

Geometry (Å):
C 2.047 0.525 -0.187
C 0.737 0.034 -0.841
N -0.362 -0.096 0.116
C -0.213 -1.249 1.036
C -1.602 -0.312 -0.661
C -2.057 0.895 -1.376
N -1.521 2.116 -1.018
O -2.800 0.877 -2.354
H 2.856 -0.200 -0.353
H 1.962 0.589 0.889
H 2.363 1.502 -0.553
H 0.429 0.754 -1.597
H 0.986 -0.879 -1.391
H -0.411 -2.225 0.586
H 0.774 -1.260 1.495
H -1.020 -1.097 1.764
H -2.411 -0.650 -0.015
H -1.459 -1.061 -1.458
H -1.842 2.863 -1.602
H -1.053 2.283 -0.145
H 2.311 -3.307 0.938
H 1.394 -3.358 -0.256
O 1.554 -3.804 0.586
H -0.710 1.830 1.808
H 0.494 2.577 2.376
O -0.447 2.654 2.212

The molecule's Mulliken atomic charges, reported in e, are given here:
1. C -2.35
2. C -0.76
3. N 1.91
4. C -2.37
5. C -0.66
6. C 0.12
7. N -0.32
8. O -0.59
9. H 0.81
10. H 0.24
11. H 0.32
12. H 0.32
13. H 0.59
14. H 0.19
15. H 0.39
16. H 0.43
17. H 0.23
18. H 0.38
19. H 0.21
20. H 0.18
21. H 0.50
22. H 0.37
23. O -0.99
24. H 0.15
25. H 0.38
26. O -0.70


Molecular formula: C5H16N2P
Method: DFT, ωB97M-V/def2-TZVPD

The net charge is +1. As for the total energy: -650.53426 Eh. The gap between HOMO and LUMO is 0.343 Ha. The value obtained for the energy relative to the best compared isomer or geometry (same formula, charge and spin) is 356.3 kJ/mol.

Geometry (Å):
C -2.666 0.240 -0.524
C -1.127 -1.590 -0.916
C 1.515 0.439 -1.365
C 2.247 0.125 0.952
C -0.315 0.366 0.205
N -1.252 -0.171 -0.694
N 1.112 -0.172 -0.088
P -0.782 2.118 0.488
H -3.082 -0.426 0.355
H -2.563 1.276 -0.455
H -3.140 0.230 -1.486
H -0.752 -1.836 -1.860
H -0.512 -2.168 -0.099
H -2.136 -2.065 -0.831
H 0.733 0.274 -2.069
H 1.621 1.469 -1.290
H 2.504 0.011 -1.703
H 2.207 -0.627 1.744
H 3.096 0.005 0.373
H 2.282 1.043 1.568
H -0.513 -0.484 1.735
H 0.975 -1.232 -0.168
H 0.390 2.439 1.130
H -1.668 1.714 1.548

The molecule's Mulliken atomic charges, reported in e, are given here:
1. C -1.14
2. C -1.18
3. C -1.00
4. C -0.82
5. C -0.35
6. N 0.08
7. N 0.15
8. P -0.11
9. H 0.39
10. H 0.48
11. H 0.36
12. H 0.36
13. H 0.39
14. H 0.37
15. H 0.39
16. H 0.47
17. H 0.39
18. H 0.37
19. H 0.39
20. H 0.30
21. H 0.19
22. H 0.38
23. H 0.00
24. H 0.16


Molecular formula: C5H16N2Si
Method: DFT, ωB97M-V/def2-TZVPD

The net charge is 0. As for the total energy: -599.01553 Eh. The gap between HOMO and LUMO is 0.301 Ha. The value obtained for the energy relative to the best compared isomer or geometry (same formula, charge and spin) is 260.9 kJ/mol.

Geometry (Å):
C -1.654 -1.128 -1.274
C -0.398 -2.618 0.243
C -1.500 -0.410 1.160
C 1.453 1.998 1.280
C -1.017 -1.251 0.001
N 2.209 2.463 -1.458
N 0.864 -0.160 -0.774
Si 1.027 1.524 -0.503
H -1.080 -1.861 -1.949
H -2.614 -1.464 -1.273
H -1.723 -0.053 -1.403
H -0.419 -2.875 1.311
H 0.457 -2.875 -0.200
H -1.201 -3.294 -0.214
H -2.394 -0.913 1.727
H -0.642 -0.450 1.848
H -1.842 0.652 0.921
H 2.172 2.738 1.141
H 0.480 2.355 1.650
H 1.916 1.122 1.743
H 3.155 2.283 -1.005
H 2.180 2.341 -2.506
H 1.730 -0.739 -0.475
H -0.276 2.364 -0.743

The molecule's Mulliken atomic charges, reported in e, are given here:
1. C -1.35
2. C -1.46
3. C -1.28
4. C -1.06
5. C 1.22
6. N -0.57
7. N -0.47
8. Si 0.22
9. H 0.32
10. H 0.51
11. H 0.34
12. H 0.38
13. H 0.45
14. H 0.34
15. H 0.33
16. H 0.33
17. H 0.29
18. H 0.42
19. H 0.27
20. H 0.26
21. H 0.23
22. H 0.22
23. H 0.20
24. H -0.15


Molecular formula: C5H16N3
Method: DFT, ωB97M-V/def2-TZVPD

The net charge is 0. As for the total energy: -364.21566 Eh. The gap between HOMO and LUMO (alpha / beta) is 0.340 / 0.333 Ha. Its multiplicity is 2. The value obtained for the energy relative to the best compared isomer or geometry (same formula, charge and spin) is 190.3 kJ/mol. The expectation value of S² is 0.754.

Geometry (Å):
N 3.946 1.961 -0.250
C -0.058 -0.850 0.627
C -0.813 -1.434 -0.581
C -2.303 -1.900 -0.195
N -3.169 -1.711 -1.351
C 1.090 0.150 0.418
N 0.948 1.497 1.087
C -0.439 1.916 0.710
H 4.363 1.068 -0.376
H 3.025 2.047 0.034
H 4.290 2.584 -0.932
H 0.217 -1.605 1.392
H -0.238 -2.359 -1.066
H -0.731 -0.736 -1.370
H -2.538 -1.337 0.759
H -2.199 -2.991 0.144
H -3.553 -2.691 -1.731
H -3.966 -1.035 -1.214
H 2.033 -0.343 0.611
H 1.199 0.473 -0.754
H 1.065 1.255 2.114
H -0.914 2.513 1.570
H -0.898 0.988 0.559
H -0.355 2.540 -0.205

The molecule's Mulliken atomic charges, reported in e, are given here:
1. N -0.59
2. C -0.54
3. C -0.49
4. C -0.43
5. N -0.57
6. C -0.82
7. N -0.42
8. C -0.47
9. H 0.19
10. H 0.27
11. H 0.19
12. H 0.29
13. H 0.33
14. H 0.36
15. H 0.30
16. H 0.28
17. H 0.24
18. H 0.22
19. H 0.41
20. H 0.30
21. H 0.27
22. H 0.30
23. H 0.15
24. H 0.22


Molecular formula: C5H16N3
Method: DFT, ωB97M-V/def2-TZVPD

The net charge is +1. As for the total energy: -364.09270 Eh. The gap between HOMO and LUMO is 0.390 Ha. The value obtained for the energy relative to the best compared isomer or geometry (same formula, charge and spin) is 217.0 kJ/mol.

Geometry (Å):
C 3.744 -0.605 -0.257
C -2.532 -1.514 0.428
C -3.200 0.616 -0.568
C 2.243 -0.266 -0.302
C -0.957 0.291 0.391
N 1.865 0.781 0.628
N -0.474 1.431 -0.037
N -2.192 -0.154 0.128
H 4.186 -1.280 -1.049
H 4.246 0.411 -0.224
H 3.762 -1.008 0.686
H -1.797 -2.173 -0.182
H -2.420 -1.767 1.494
H -3.482 -1.569 0.100
H -4.203 0.321 -0.226
H -3.129 1.759 -0.561
H -3.162 0.546 -1.664
H 1.531 -1.117 -0.238
H 2.135 0.106 -1.342
H 2.559 1.547 0.599
H -0.361 -0.301 1.058
H -0.729 2.068 -0.774
H 0.442 1.597 0.404
H 1.924 0.279 1.508

The molecule's Mulliken atomic charges, reported in e, are given here:
1. C -1.09
2. C -0.91
3. C -0.97
4. C -0.40
5. C -0.02
6. N -0.63
7. N -0.24
8. N 0.07
9. H 0.34
10. H 0.26
11. H 0.36
12. H 0.32
13. H 0.31
14. H 0.35
15. H 0.35
16. H 0.33
17. H 0.40
18. H 0.29
19. H 0.31
20. H 0.28
21. H 0.49
22. H 0.21
23. H 0.32
24. H 0.26


Molecular formula: C5H16N3
Method: DFT, ωB97M-V/def2-TZVPD

The net charge is +1. As for the total energy: -364.15965 Eh. The gap between HOMO and LUMO is 0.419 Ha. The value obtained for the energy relative to the best compared isomer or geometry (same formula, charge and spin) is 41.2 kJ/mol.

Geometry (Å):
C 0.724 2.555 0.654
C 0.870 0.923 -1.169
N 1.038 1.226 0.106
N 0.171 1.709 -1.972
N 1.453 -0.201 -1.631
H 1.657 0.637 0.644
H 0.063 2.698 -1.817
H -0.095 1.388 -2.893
H 1.453 -0.985 -0.990
H 1.268 -0.495 -2.579
H 1.293 3.313 0.123
H 1.038 2.548 1.691
H -0.341 2.739 0.583
C -1.293 -1.382 1.291
C -1.716 -2.348 2.411
C -0.865 -2.146 0.038
H -0.493 -0.756 1.674
H -2.124 -0.722 1.061
H -2.801 -2.435 2.449
H -1.323 -3.364 2.282
H 0.172 -2.482 0.116
H -0.833 -1.499 -0.843
H -1.401 -2.032 3.406
H -1.496 -3.014 -0.096

The molecule's Mulliken atomic charges, reported in e, are given here:
1. C -1.08
2. C 0.72
3. N -0.14
4. N -0.38
5. N -0.43
6. H 0.27
7. H 0.23
8. H 0.21
9. H 0.21
10. H 0.27
11. H 0.41
12. H 0.34
13. H 0.38
14. C 0.13
15. C -1.21
16. C -1.21
17. H 0.02
18. H 0.33
19. H 0.30
20. H 0.33
21. H 0.27
22. H 0.27
23. H 0.36
24. H 0.41


Molecular formula: C5H16N3O
Method: DFT, ωB97M-V/def2-TZVPD

The net charge is +1. As for the total energy: -439.14394 Eh. The gap between HOMO and LUMO (alpha / beta) is 0.237 / 0.321 Ha. Its multiplicity is 3. The expectation value of S² is 2.006.

Geometry (Å):
C -0.101 1.023 2.568
C 0.078 0.756 1.007
C -0.018 1.816 -0.033
C -0.319 1.073 -1.311
C -0.688 -2.487 -1.501
N 0.458 -2.481 -1.396
N -1.974 -2.641 -1.846
N 2.788 -1.724 -0.787
O -0.947 0.049 -1.515
H 0.824 1.501 2.816
H -0.973 1.672 2.839
H -0.291 0.111 3.064
H 1.011 0.268 0.878
H -0.602 -0.069 0.729
H -0.879 2.412 -0.077
H 0.842 2.368 -0.264
H -0.090 1.663 -2.238
H -2.343 3.103 2.077
H -2.751 3.736 2.034
H 1.562 -2.072 -0.977
H -2.423 -2.029 -2.554
H -2.615 -3.143 -1.291
H 3.026 -1.093 -0.009
H 3.070 -1.167 -1.619
H 3.354 -2.648 -0.594

The molecule's Mulliken atomic charges, reported in e, are given here:
1. C -1.13
2. C -0.11
3. C -0.08
4. C -0.44
5. C 0.46
6. N -0.23
7. N -0.43
8. N -0.77
9. O -0.32
10. H 0.31
11. H 0.23
12. H 0.38
13. H 0.08
14. H 0.15
15. H 0.19
16. H 0.31
17. H 0.42
18. H -0.26
19. H 0.24
20. H 0.50
21. H 0.26
22. H 0.23
23. H 0.30
24. H 0.35
25. H 0.36


Molecular formula: C5H16N3O3
Method: DFT, ωB97M-V/def2-TZVPD

The net charge is +1. As for the total energy: -589.80143 Eh. The gap between HOMO and LUMO is 0.321 Ha. The value obtained for the energy relative to the best compared isomer or geometry (same formula, charge and spin) is 298.8 kJ/mol.

Geometry (Å):
C -0.828 -0.708 -0.404
C -0.155 0.219 0.530
C 0.789 1.122 -0.081
C 0.594 2.356 -0.816
N 1.808 2.911 -1.054
C 2.706 2.244 -0.312
N 2.159 1.138 0.308
N -2.104 -1.402 0.212
H -0.234 -1.573 -0.746
H -1.273 -0.190 -1.388
H -0.840 0.854 1.123
H 0.207 -0.544 1.357
H -0.279 2.638 -1.508
H 3.637 2.730 -0.043
H 2.611 0.439 0.809
H -1.686 -2.098 0.900
H -2.487 -0.816 0.922
H -2.784 -1.709 -0.397
H 2.305 -2.977 0.418
H 1.620 -2.177 -0.653
O 1.467 -2.797 0.126
H 0.993 -1.049 -3.244
H 1.046 0.113 -2.208
O 0.448 -0.560 -2.501
H -3.562 1.168 2.363
H -2.966 0.394 3.611
O -3.191 0.273 2.676

The molecule's Mulliken atomic charges, reported in e, are given here:
1. C -0.84
2. C 0.44
3. C -0.54
4. C -0.30
5. N -0.47
6. C -0.22
7. N -0.09
8. N -0.11
9. H 0.30
10. H 0.39
11. H 0.30
12. H 0.34
13. H 0.29
14. H 0.39
15. H 0.18
16. H 0.43
17. H 0.13
18. H 0.37
19. H 0.31
20. H 0.30
21. O -0.61
22. H 0.30
23. H 0.36
24. O -0.63
25. H 0.34
26. H 0.32
27. O -0.68


Molecular formula: C5H16N6
Method: DFT, ωB97M-V/def2-TZVPD

The net charge is +2. As for the total energy: -527.90182 Eh. The gap between HOMO and LUMO (alpha / beta) is 0.204 / 0.204 Ha. The value obtained for the energy relative to the best compared isomer or geometry (same formula, charge and spin) is 197.8 kJ/mol.

Geometry (Å):
C 0.431 1.244 0.349
C -0.470 0.269 0.946
C 1.168 1.077 -0.899
C 0.819 0.233 -2.021
C 0.993 -1.695 0.680
N 0.448 2.558 0.883
N -1.400 0.630 1.843
N 2.346 1.809 -1.125
N -2.420 -1.832 -0.907
N -0.259 -1.070 0.928
N -1.909 -2.252 0.179
H 0.252 0.834 -2.662
H 0.285 -0.711 -1.732
H 1.638 -0.076 -2.708
H 1.599 -0.914 0.070
H 1.429 -1.899 1.639
H 0.872 -2.678 0.254
H 0.071 2.714 1.849
H 0.517 3.422 0.353
H -1.890 1.467 2.128
H -1.808 -0.183 2.374
H 2.856 1.909 -2.027
H 2.791 2.417 -0.367
H -3.291 -1.350 -1.044
H -1.870 -2.181 -1.794
H -0.530 -1.473 1.821
H -2.670 -2.272 0.990

The molecule's Mulliken atomic charges, reported in e, are given here:
1. C 0.45
2. C 0.61
3. C 0.28
4. C -1.05
5. C -1.00
6. N -0.52
7. N -0.43
8. N -0.46
9. N -0.11
10. N -0.32
11. N -0.08
12. H 0.41
13. H 0.05
14. H 0.42
15. H 0.44
16. H 0.36
17. H 0.26
18. H 0.20
19. H 0.22
20. H 0.23
21. H 0.17
22. H 0.26
23. H 0.27
24. H 0.26
25. H 0.35
26. H 0.39
27. H 0.32


Molecular formula: C5H16N7
Method: DFT, ωB97M-V/def2-TZVPD

The net charge is +1. As for the total energy: -583.02324 Eh. The gap between HOMO and LUMO is 0.267 Ha. The value obtained for the energy relative to the best compared isomer or geometry (same formula, charge and spin) is 200.8 kJ/mol.

Geometry (Å):
C -0.770 1.303 0.117
C 0.425 0.527 -0.026
C 0.488 -0.901 -0.151
C -0.825 2.762 0.193
C -3.740 -0.652 -0.378
N -1.857 0.542 0.134
N -2.776 0.383 -0.633
N 4.203 -0.003 0.091
N 1.568 1.262 -0.267
N 1.369 -1.414 -1.043
N -0.299 -1.817 0.469
N -1.292 -1.577 1.289
H -0.973 3.253 -0.814
H 0.045 3.368 0.716
H -1.693 3.097 0.715
H -3.553 -1.118 0.590
H -4.735 -0.289 -0.657
H -3.518 -1.548 -1.086
H 5.028 -0.120 -0.474
H 4.398 -0.656 0.859
H 1.377 2.055 -0.816
H 2.405 0.600 -0.552
H 1.264 -2.489 -1.055
H 2.361 -1.099 -1.065
H -0.087 -2.730 0.115
H 4.247 1.015 0.320
H -1.992 -2.267 1.171
H -1.067 -1.484 2.237

The molecule's Mulliken atomic charges, reported in e, are given here:
1. C 0.62
2. C 0.56
3. C 0.33
4. C -1.61
5. C -0.64
6. N 0.40
7. N -0.59
8. N -0.79
9. N -0.51
10. N -0.47
11. N 0.00
12. N -0.48
13. H 0.38
14. H 0.35
15. H 0.47
16. H 0.28
17. H 0.31
18. H 0.27
19. H 0.25
20. H 0.23
21. H 0.22
22. H 0.09
23. H 0.23
24. H 0.29
25. H 0.10
26. H 0.28
27. H 0.27
28. H 0.16


Molecular formula: C5H16NO
Method: DFT, ωB97M-V/def2-TZVPD

The net charge is +1. As for the total energy: -329.85134 Eh. The gap between HOMO and LUMO is 0.439 Ha. The value obtained for the energy relative to the best compared isomer or geometry (same formula, charge and spin) is 77.5 kJ/mol.

Geometry (Å):
C 1.395 1.682 0.780
C 0.973 0.231 0.531
C 0.377 -0.100 -0.855
C -0.342 0.959 -1.731
C -1.860 0.920 -1.592
N 0.038 -0.231 1.645
H 0.975 2.128 1.683
H 2.477 1.763 0.814
H 1.116 2.357 -0.028
H 1.874 -0.335 0.628
H -0.314 -0.931 -0.739
H 1.230 -0.474 -1.425
H 0.011 0.839 -2.752
H 0.018 1.941 -1.417
H -2.237 -0.106 -1.634
H -2.328 1.442 -2.423
H -2.177 1.371 -0.653
H -0.040 0.469 2.381
H -0.867 -0.349 1.189
H 0.225 -1.143 2.062
H -0.461 -3.198 -0.123
H -0.017 -3.771 1.195
O -0.303 -2.933 0.797

The molecule's Mulliken atomic charges, reported in e, are given here:
1. C -1.13
2. C 0.50
3. C -0.82
4. C -0.23
5. C -1.25
6. N -0.28
7. H 0.35
8. H 0.32
9. H 0.26
10. H 0.23
11. H 0.08
12. H 0.41
13. H 0.39
14. H 0.15
15. H 0.33
16. H 0.38
17. H 0.29
18. H 0.36
19. H 0.32
20. H 0.33
21. H 0.29
22. H 0.31
23. O -0.60


Molecular formula: C5H16NO
Method: DFT, ωB97M-V/def2-TZVPD

The net charge is +1. As for the total energy: -329.85691 Eh. The gap between HOMO and LUMO is 0.420 Ha. The value obtained for the energy relative to the best compared isomer or geometry (same formula, charge and spin) is 62.8 kJ/mol.

Geometry (Å):
C 0.332 -1.455 -1.100
C -0.867 -0.842 -0.380
C -0.441 -0.084 0.909
C 0.099 -0.997 2.043
C -1.613 0.721 1.443
N 1.260 -0.326 -1.568
H 0.974 -2.098 -0.507
H 0.021 -1.973 -2.006
H -1.376 -0.145 -1.057
H -1.660 -1.545 -0.116
H 0.359 0.593 0.584
H 0.361 -0.291 2.834
H -0.755 -1.483 2.505
H 0.879 -1.689 1.753
H -2.059 1.461 0.780
H -1.146 1.282 2.265
H -2.442 0.139 1.834
H 1.818 -0.704 -2.337
H 2.033 -0.216 -0.915
H 0.814 0.569 -1.801
H 1.536 3.070 -1.035
H 0.885 3.335 -2.411
O 0.987 2.677 -1.717

The molecule's Mulliken atomic charges, reported in e, are given here:
1. C -0.66
2. C -0.81
3. C 0.87
4. C -1.30
5. C -1.66
6. N -0.25
7. H 0.37
8. H 0.35
9. H 0.38
10. H 0.42
11. H 0.05
12. H 0.38
13. H 0.34
14. H 0.35
15. H 0.40
16. H 0.41
17. H 0.38
18. H 0.39
19. H 0.35
20. H 0.25
21. H 0.31
22. H 0.30
23. O -0.62